Entry 1:
11 unconnected molecules or ions with the total composition C11H44N22O11 at a distorted geometry. Source: OMol25; level of theory: the ωB97M-V functional and the def2-TZVPD basis.

XYZ file:
```
88
Properties=species:S:1:pos:R:3:lowdin_charge:R:1
C -1.509 2.333 3.522 -0.847
O -1.741 1.147 3.543 -0.004
N -0.479 2.956 2.992 0.158
N -2.105 3.216 4.195 0.121
H 0.233 2.417 2.521 0.039
H -0.507 3.947 3.187 0.013
H -1.826 4.164 3.985 0.017
H -2.860 3.130 4.860 0.111
C -3.146 1.380 -1.178 -0.771
O -3.059 0.211 -1.438 0.031
N -3.677 1.898 -0.058 0.171
N -2.597 2.299 -1.976 0.160
H -4.085 1.275 0.625 0.074
H -3.660 2.907 -0.037 0.069
H -1.919 1.914 -2.618 0.055
H -2.569 3.308 -1.941 0.093
C 4.959 -3.266 -2.512 -0.774
O 4.797 -4.031 -3.485 0.003
N 5.965 -3.341 -1.704 0.151
N 4.228 -2.241 -2.222 0.161
H 6.028 -2.722 -0.909 0.102
H 6.856 -3.740 -1.963 0.119
H 4.316 -1.552 -1.489 0.104
H 3.429 -2.055 -2.810 0.105
C -1.707 -3.327 3.814 -0.822
O -2.494 -3.816 4.560 0.025
N -2.093 -2.560 2.831 0.196
N -0.458 -3.699 3.810 0.168
H -1.424 -2.229 2.150 0.059
H -3.091 -2.515 2.687 0.103
H 0.148 -3.287 3.115 0.079
H -0.179 -4.451 4.424 0.113
C 0.644 3.168 -1.207 -0.743
O 0.444 2.000 -1.353 -0.013
N 0.219 3.902 -0.117 0.149
N 1.193 3.962 -2.063 0.200
H 0.406 4.887 0.002 0.040
H -0.483 3.321 0.319 0.064
H 1.555 3.605 -2.936 0.070
H 1.190 4.932 -1.783 0.105
C 3.055 1.970 -4.273 -0.637
O 2.904 3.224 -4.451 -0.028
N 3.793 1.137 -5.031 0.153
N 2.275 1.270 -3.438 0.157
H 3.637 0.141 -4.967 0.096
H 4.468 1.434 -5.721 0.112
H 1.457 1.806 -3.188 0.056
H 2.200 0.309 -3.740 0.086
C 0.208 -4.494 -1.136 -0.812
O 0.200 -5.555 -1.729 0.022
N 1.089 -4.142 -0.242 0.163
N -0.448 -3.464 -1.486 0.183
H 1.552 -4.938 0.173 0.114
H 0.950 -3.370 0.394 0.042
H -1.232 -3.434 -2.121 0.124
H -0.282 -2.597 -0.995 0.077
C 2.423 1.517 2.749 -0.812
O 1.999 2.299 1.926 -0.003
N 3.642 1.590 3.204 0.133
N 1.833 0.616 3.487 0.181
H 3.884 0.966 3.960 0.091
H 4.335 2.224 2.833 0.113
H 0.837 0.747 3.392 0.091
H 2.338 0.169 4.239 0.108
C 0.202 -0.967 0.646 -0.729
O 0.212 -2.027 1.222 -0.014
N -0.686 0.027 0.843 0.230
N 1.044 -0.616 -0.266 0.203
H -0.685 0.871 0.288 0.079
H -1.370 -0.090 1.577 0.085
H 1.831 -1.211 -0.479 0.108
H 0.952 0.308 -0.664 0.065
C -0.889 0.277 -4.534 -0.744
O -1.126 1.497 -4.662 -0.002
N -0.391 -0.197 -3.466 0.177
N -1.234 -0.733 -5.334 0.161
H -0.395 -1.203 -3.383 0.106
H -0.008 0.469 -2.810 0.069
H -0.991 -1.676 -5.066 0.103
H -1.856 -0.521 -6.101 0.115
C -4.875 -0.475 2.864 -0.799
O -4.407 -0.631 1.781 0.040
N -6.102 -0.786 3.246 0.153
N -4.209 0.069 3.848 0.177
H -6.251 -0.755 4.245 0.096
H -6.844 -1.009 2.597 0.112
H -3.270 0.411 3.703 0.043
H -4.711 0.097 4.724 0.100
```

Properties
LUMO (alpha / beta) ... 1.81 / 1.79 eV
Net charge ... -1
2S+1 ... 2
Strongest force on any atom ... 8.033 eV/A
Energy above the lowest of the compared OMol25 structures with the same formula, charge and spin ... 37.37 kJ/mol

Entry 2:
2 unconnected molecules or ions with the total composition C4H11NO3 at a distorted geometry. Source: OMol25; level of theory: the ωB97M-V functional and the def2-TZVPD basis.

XYZ file:
```
19
Properties=species:S:1:pos:R:3:nbo_charge:R:1
C 0.358 -0.333 1.105 -0.070
O 0.961 -1.622 1.197 -0.742
C -0.638 -0.272 -0.092 -0.063
C -1.468 1.001 0.029 -0.518
C -2.906 0.789 -0.350 0.442
O -3.362 1.201 -1.385 -0.516
N -0.020 -0.414 -1.370 -0.843
H -0.168 -0.199 2.055 0.163
H 1.095 0.460 0.943 0.161
H 1.870 -1.499 0.899 0.491
H -1.205 -1.180 0.158 0.192
H -1.432 1.334 1.067 0.219
H -1.074 1.828 -0.552 0.226
H -3.553 0.118 0.242 0.111
H 0.518 -1.259 -1.437 0.375
H 0.405 0.414 -1.737 0.365
H 3.691 0.455 0.253 0.480
H 3.739 -0.549 -0.888 0.482
O 3.189 -0.274 -0.138 -0.955
```

Properties
LUMO ... 0.19 eV
Net charge ... 0
Strongest force on any atom ... 1.906 eV/A
Energy above the lowest of the compared OMol25 structures with the same formula, charge and spin ... 188.38 kJ/mol
SMILES ... N[C@@H](CO)CC=O.O

Entry 3:
2 unconnected molecules or ions with the total composition C3H11N3 at a distorted geometry. Source: OMol25; level of theory: the ωB97M-V functional and the def2-TZVPD basis.

XYZ file:
```
17
Properties=species:S:1:pos:R:3:nbo_charge:R:1
C -1.089 -1.249 0.494 -0.442
C -3.310 -1.646 -0.214 -0.061
N -2.536 -1.340 0.732 -0.394
H -0.693 -0.486 1.164 0.208
H -0.990 -0.942 -0.557 0.164
H -0.683 -2.215 0.756 0.217
H -4.163 -2.272 0.044 0.178
H -3.068 -1.442 -1.270 0.128
N 3.151 1.183 0.393 -0.818
C 1.995 0.775 -0.424 -0.055
N 1.066 1.856 -0.668 -0.852
H 2.773 1.740 1.157 0.350
H 3.694 1.835 -0.162 0.341
H 2.484 0.457 -1.356 0.147
H 1.572 -0.107 0.050 0.182
H 1.447 2.613 -1.227 0.353
H 0.319 1.536 -1.281 0.353
```

Properties
LUMO ... 0.93 eV
Net charge ... 0
Strongest force on any atom ... 2.628 eV/A
Energy above the lowest of the compared OMol25 structures with the same formula, charge and spin ... 211.80 kJ/mol
SMILES ... C=NC.NCN

Entry 4:
A molecular structure, C45H54N5Sb2Y. Source: OMol25; level of theory: the ωB97M-V functional and the def2-TZVPD basis.

XYZ file:
```
107
Properties=species:S:1:pos:R:3:lowdin_charge:R:1
Y 0.325 -0.863 0.952 1.252
C -2.668 0.165 0.422 -0.050
N -2.184 -1.236 0.469 -0.264
C -2.617 -1.911 -0.765 -0.088
C -2.715 -1.881 1.673 -0.223
C -3.858 -2.671 1.667 -0.016
C -4.346 -3.196 2.856 -0.060
C -3.699 -2.928 4.052 -0.056
C -2.549 -2.156 4.059 -0.010
C -2.038 -1.634 2.874 -0.277
N -0.814 -0.943 2.817 -0.117
C -0.699 0.331 3.368 -0.279
C -1.767 1.085 3.868 -0.024
C -1.573 2.388 4.300 -0.069
C -0.320 2.979 4.235 -0.077
C 0.758 2.242 3.764 -0.029
C 0.581 0.933 3.340 -0.242
N 1.681 0.084 2.882 -0.287
C 1.986 -0.909 3.944 -0.050
C 2.917 0.828 2.596 -0.082
H -3.760 0.197 0.362 0.121
H -2.260 0.667 -0.456 0.062
H -2.360 0.699 1.320 0.069
H -3.698 -1.841 -0.909 0.101
H -2.344 -2.966 -0.734 0.085
H -2.149 -1.433 -1.624 0.041
H -4.390 -2.880 0.750 0.109
H -5.236 -3.810 2.842 0.115
H -4.082 -3.332 4.979 0.116
H -2.021 -1.959 4.985 0.126
H -2.751 0.637 3.917 0.120
H -2.415 2.946 4.691 0.117
H -0.172 3.997 4.568 0.114
H 1.736 2.702 3.736 0.110
H 2.320 -0.395 4.848 0.112
H 2.794 -1.570 3.620 0.081
H 1.100 -1.498 4.167 0.082
H 3.363 1.231 3.510 0.107
H 2.728 1.653 1.915 0.040
H 3.649 0.155 2.147 0.085
N 2.564 -2.056 0.731 -0.042
C 2.432 -3.524 0.523 -0.211
C 1.244 -4.030 1.314 -0.208
N 0.033 -3.327 0.837 -0.026
H 3.180 -1.670 0.018 0.090
H 3.052 -1.897 1.609 0.058
H 3.340 -4.054 0.812 0.132
H 2.268 -3.703 -0.541 0.096
H 1.368 -3.809 2.377 0.122
H 1.158 -5.113 1.211 0.132
H -0.766 -3.556 1.427 0.096
H -0.195 -3.666 -0.096 0.072
C 2.447 -0.159 -3.165 -0.352
C 2.820 1.139 -2.452 -0.382
C 1.666 2.153 -2.331 -0.366
Sb 0.790 2.163 -0.365 1.458
C -0.993 3.270 -0.597 -0.411
C -1.814 3.427 0.519 -0.161
C -2.983 4.169 0.424 -0.060
C -3.339 4.748 -0.787 -0.057
C -2.523 4.595 -1.899 -0.064
C -1.349 3.860 -1.806 -0.123
C 2.040 3.649 0.489 -0.397
C 3.408 3.649 0.223 -0.140
C 4.230 4.607 0.798 -0.065
C 3.691 5.568 1.642 -0.060
C 2.328 5.575 1.904 -0.061
C 1.502 4.617 1.330 -0.125
Sb 0.739 -1.166 -2.336 1.446
C -0.753 -0.554 -3.707 -0.400
C -1.531 0.563 -3.408 -0.166
C -2.488 1.014 -4.304 -0.061
C -2.677 0.344 -5.506 -0.055
C -1.908 -0.772 -5.807 -0.057
C -0.947 -1.223 -4.912 -0.108
C 1.050 -3.164 -2.972 -0.422
C 2.294 -3.644 -3.370 -0.130
C 2.458 -4.989 -3.684 -0.061
C 1.383 -5.861 -3.599 -0.058
C 0.137 -5.389 -3.209 -0.064
C -0.028 -4.047 -2.894 -0.158
H 3.289 -0.853 -3.152 0.048
H 2.197 0.028 -4.211 0.077
H 3.642 1.600 -3.004 0.117
H 3.237 0.900 -1.465 0.069
H 0.896 1.961 -3.081 0.042
H 2.018 3.172 -2.485 0.069
H -1.544 2.982 1.475 0.079
H -3.613 4.298 1.294 0.114
H -4.250 5.327 -0.861 0.115
H -2.794 5.060 -2.838 0.114
H -0.716 3.762 -2.681 0.099
H 3.848 2.912 -0.441 0.090
H 5.290 4.609 0.581 0.113
H 4.330 6.319 2.086 0.115
H 1.903 6.334 2.548 0.114
H 0.438 4.643 1.534 0.090
H -1.398 1.101 -2.474 0.053
H -3.084 1.885 -4.063 0.110
H -3.424 0.690 -6.208 0.116
H -2.055 -1.293 -6.744 0.116
H -0.354 -2.095 -5.160 0.101
H 3.147 -2.982 -3.457 0.089
H 3.426 -5.351 -4.004 0.116
H 1.512 -6.906 -3.849 0.116
H -0.709 -6.063 -3.163 0.114
H -1.016 -3.686 -2.625 0.087
```

Properties
LUMO ... -4.99 eV
Net charge ... +2
Strongest force on any atom ... 0.109 eV/A
Energy above the lowest of the compared OMol25 structures with the same formula, charge and spin ... 0.00 kJ/mol

Entry 5:
3 unconnected molecules or ions with the total composition C17H31INO4. Source: OMol25; level of theory: the ωB97M-V functional and the def2-TZVPD basis.

XYZ file:
```
54
Properties=species:S:1:pos:R:3:nbo_charge:R:1
O -5.891 2.795 -0.613 -0.488
C -5.771 1.626 -0.828 0.755
O -6.504 0.699 -0.196 -0.635
C -4.800 1.149 -1.897 -0.033
C -4.782 -0.153 -2.407 -0.232
C -3.873 -0.471 -3.368 0.090
N -3.010 0.465 -3.800 -0.430
C -2.987 1.734 -3.348 0.333
C -1.931 2.648 -3.871 -0.467
C -0.612 2.354 -3.107 -0.427
C 0.244 3.576 -2.863 -0.518
I 0.654 4.672 -4.635 0.102
C -3.907 2.085 -2.378 -0.198
H -6.078 -0.166 -0.191 0.490
H -5.480 -0.907 -2.080 0.251
H -3.801 -1.445 -3.826 0.251
H -2.330 0.208 -4.505 0.444
H -1.813 2.452 -4.935 0.243
H -2.250 3.673 -3.711 0.255
H -0.878 1.933 -2.133 0.241
H -0.064 1.582 -3.647 0.214
H 1.196 3.282 -2.434 0.246
H -0.231 4.242 -2.148 0.226
H -3.907 3.098 -2.006 0.279
C 0.998 0.202 2.057 -0.646
C -0.134 0.804 1.248 -0.066
O 0.017 0.650 -0.161 -0.556
C 0.097 -0.680 -0.636 -0.063
C -1.133 -1.522 -0.337 -0.643
H 1.956 0.629 1.761 0.223
H 0.846 0.404 3.117 0.228
H 1.068 -0.879 1.937 0.209
H -0.171 1.882 1.406 0.191
H -1.100 0.401 1.574 0.156
H 0.997 -1.174 -0.258 0.182
H 0.223 -0.587 -1.717 0.170
H -1.291 -1.654 0.732 0.220
H -1.024 -2.513 -0.780 0.223
H -2.030 -1.050 -0.752 0.178
C 5.320 -3.000 2.089 -0.644
C 5.078 -1.652 2.746 -0.064
O 3.805 -1.524 3.357 -0.544
C 3.520 -2.443 4.399 -0.063
C 4.481 -2.375 5.572 -0.646
H 4.551 -3.206 1.342 0.205
H 6.293 -3.002 1.596 0.220
H 5.315 -3.817 2.811 0.207
H 5.105 -0.866 1.991 0.184
H 5.874 -1.429 3.464 0.165
H 3.467 -3.465 4.006 0.159
H 2.515 -2.182 4.733 0.183
H 5.498 -2.644 5.287 0.206
H 4.163 -3.068 6.352 0.220
H 4.503 -1.368 5.990 0.214
```

Properties
LUMO ... -4.98 eV
Net charge ... +1
Strongest force on any atom ... 0.554 eV/A
Energy above the lowest of the compared OMol25 structures with the same formula, charge and spin ... 83.82 kJ/mol

Entry 6:
A gas-phase ion, C30H43BClFN3O2S2 (charge +1) at a distorted geometry. Source: OMol25; level of theory: the ωB97M-V functional and the def2-TZVPD basis.

XYZ file:
```
83
Properties=species:S:1:pos:R:3:lowdin_charge:R:1
C 3.917 -2.879 -3.481 -0.085
C 3.837 -1.864 -2.298 -0.233
C 2.366 -1.440 -2.128 -0.137
C 2.035 -0.760 -0.728 -0.429
C 1.290 -1.821 0.143 -0.550
Cl -0.282 -2.313 -0.587 0.714
C 2.135 -3.100 0.449 -0.235
C 1.773 -4.379 -0.337 -0.131
C 1.106 0.405 -1.097 -0.050
N 0.800 1.365 0.031 0.019
C -0.558 1.068 0.618 -0.131
C -1.063 2.194 1.567 -0.195
C -1.800 1.540 2.782 -0.473
S -3.571 1.412 2.441 0.969
C -3.830 -0.173 1.685 -1.006
S -2.687 -1.348 1.862 0.706
N -4.995 -0.489 0.979 -0.069
C -4.723 -0.866 -0.411 -0.259
C -3.850 -0.205 -1.244 -0.063
C -3.667 -0.585 -2.560 -0.075
C -4.393 -1.650 -3.060 -0.078
C -5.254 -2.316 -2.216 -0.069
C -5.438 -1.943 -0.900 0.002
C -6.001 0.583 0.957 -0.273
C -5.839 1.811 0.349 -0.082
C -6.822 2.777 0.330 -0.062
C -8.038 2.485 0.926 -0.075
C -8.202 1.261 1.526 -0.078
C -7.215 0.299 1.562 -0.006
C 1.895 1.445 1.044 -0.212
F 1.539 0.820 2.211 0.072
C 3.272 0.983 0.539 -0.271
C 4.153 0.815 1.827 -0.053
C 5.616 0.616 1.345 -0.312
C 6.626 0.448 2.508 0.052
O 6.455 1.687 1.593 -0.110
B 4.010 2.153 -0.306 -0.461
C 4.372 3.559 0.338 0.010
O 4.341 1.945 -1.623 0.163
N 3.296 -0.326 -0.150 0.091
H 4.902 -2.858 -3.952 0.073
H 3.099 -2.681 -4.180 0.073
H 3.788 -3.881 -3.055 0.069
H 4.481 -0.996 -2.464 0.102
H 4.232 -2.384 -1.420 0.092
H 2.141 -0.718 -2.927 0.122
H 1.743 -2.319 -2.312 0.081
H 1.035 -1.385 1.117 0.091
H 3.214 -2.945 0.348 0.092
H 1.964 -3.339 1.506 0.115
H 1.736 -4.253 -1.421 0.056
H 0.866 -4.842 0.055 0.067
H 2.578 -5.103 -0.142 0.084
H 0.202 0.066 -1.603 0.118
H 1.660 0.992 -1.844 0.142
H 0.728 2.295 -0.385 0.196
H -1.250 1.034 -0.230 0.116
H -0.590 0.083 1.081 0.048
H -1.801 2.817 1.051 0.099
H -0.244 2.841 1.904 0.109
H -1.338 0.587 3.051 0.045
H -1.653 2.220 3.629 0.085
H -3.296 0.655 -0.869 0.093
H -2.965 -0.010 -3.157 0.107
H -4.265 -1.929 -4.101 0.111
H -5.850 -3.151 -2.581 0.115
H -6.138 -2.449 -0.242 0.129
H -4.876 1.999 -0.122 0.095
H -6.593 3.718 -0.159 0.112
H -8.819 3.238 0.885 0.113
H -9.168 1.030 1.974 0.114
H -7.355 -0.679 2.014 0.125
H 2.002 2.506 1.310 0.165
H 4.172 1.714 2.445 0.134
H 3.893 -0.094 2.378 0.137
H 5.789 0.012 0.452 0.154
H 7.674 0.344 2.233 0.110
H 6.466 1.055 3.398 0.115
H 4.146 3.622 1.407 0.066
H 3.753 4.338 -0.146 0.082
H 5.414 3.831 0.141 0.089
H 4.243 2.805 -2.058 0.118
H 3.674 -0.998 0.506 0.107
```

Properties
LUMO ... -2.93 eV
Net charge ... +1
Strongest force on any atom ... 4.155 eV/A
SMILES ... CCC[C@]1([C@@H](Cl)CC)C[N@@H+](CCCSC(=S)N(c2ccccc2)c2ccccc2)[C@@H](F)[C@](C[C@@H]2CO2)(B(C)O)N1

Q: Which of these has the highest net charge?
A: C45H54N5Sb2Y